Entry 1:
The following is a quantum chemistry calculation of the ion C9H16N3O2 with charge +1, from the Open Molecules 2025 dataset.

Atoms and positions in Å:
C  -2.1352  2.6391  -2.1692
C  -1.1396  1.7937  -2.1287
C  -0.2730  1.2731  -3.2638
C  -0.9371  1.1083  -0.8306
O  -1.7983  1.0336  0.0504
N  0.2140  0.4089  -0.7411
C  0.4089  -0.4851  0.3773
C  1.0094  -1.8393  -0.0676
C  1.0022  -2.9081  1.0742
N  1.1464  0.0900  1.5644
C  0.0830  0.6743  2.4375
C  -1.2389  -0.1393  2.3542
N  -1.0185  -0.7252  0.9799
O  -1.6389  -1.6835  0.6124
H  -2.5172  3.0458  -3.1301
H  -2.6526  2.8217  -1.1595
H  0.7060  1.5263  -3.4236
H  -0.6010  1.7468  -4.2010
H  -0.5136  0.3092  -3.3646
H  0.9657  0.6395  -1.4493
H  0.3977  -2.1667  -0.8834
H  1.9686  -1.6111  -0.3391
H  0.1607  -3.6190  0.8964
H  0.8057  -2.2586  1.9457
H  1.9521  -3.5198  1.2560
H  1.6753  -0.6500  2.0679
H  -0.1866  1.6036  1.9966
H  0.5826  0.6671  3.4959
H  -1.2649  -0.9359  3.1163
H  -2.1716  0.4209  2.4109

Computed properties:
Charge: +1
HOMO level (Eh): -0.508
Frontier orbital gap (eV): 8.24
Relative energy (zero: lowest compared OMol25 entry of this formula, charge and spin) (kJ/mol): 496.6
E_LUMO (eV): -5.58
Max |F| (eV/A): 5.0



Entry 2:
The following is a quantum chemistry calculation of a structure of composition C19H22BrCdN2O4SSe3Te, from the Open Molecules 2025 dataset.

Atoms and positions in Å:
Cd  1.0887  -0.2109  -0.2474
Se  1.7500  0.1629  2.2188
Se  4.0145  0.6511  1.8638
Te  3.8979  2.3293  -0.0084
Se  2.9284  0.8644  -1.8023
C  -1.1807  2.7640  3.2452
C  -2.1423  2.2363  2.2080
O  -2.5801  2.9303  1.3024
N  -2.4509  0.9222  2.3300
C  -2.9734  0.1474  1.2142
C  -2.4301  -1.2555  1.3163
C  -3.2652  -2.3650  1.2960
C  -2.7071  -3.6254  1.4517
C  -1.3395  -3.7298  1.6343
C  -0.5860  -2.5653  1.6517
N  -1.1144  -1.3554  1.5030
H  -1.1918  3.8501  3.2214
H  -0.1770  2.4090  2.9995
H  -1.4371  2.4130  4.2461
H  -1.9999  0.4069  3.0667
H  -2.6149  0.6222  0.3007
H  -4.0655  0.1202  1.1967
H  -4.3298  -2.2395  1.1479
H  -3.3328  -4.5079  1.4268
H  -0.8575  -4.6897  1.7619
H  0.4892  -2.5932  1.7975
O  -0.7118  1.1754  -0.8566
S  -0.2898  2.4965  -1.4783
C  -0.0584  2.1138  -3.2249
C  -1.4637  1.9339  -3.7734
C  -2.2459  3.1469  -3.2699
C  -1.8785  3.3408  -1.7949
H  0.5725  1.2238  -3.2629
H  0.4644  2.9655  -3.6691
H  -1.8770  1.0051  -3.3751
H  -1.4621  1.8624  -4.8622
H  -3.3241  3.0329  -3.3890
H  -1.9443  4.0264  -3.8454
H  -2.5580  2.8521  -1.0987
H  -1.7920  4.3838  -1.4939
Br  -3.4350  -5.9572  -1.7290
C  -2.6479  -4.6096  -2.8256
C  -3.0098  -4.5555  -4.1610
C  -2.4404  -3.5753  -4.9629
C  -1.5308  -2.6757  -4.4287
C  -1.1798  -2.7455  -3.0862
C  -1.7432  -3.7222  -2.2738
C  -0.1995  -1.7298  -2.5153
O  0.2686  -0.8872  -3.2836
O  0.0591  -1.8809  -1.2787
H  -3.7215  -5.2635  -4.5627
H  -2.7118  -3.5204  -6.0100
H  -1.0727  -1.9049  -5.0333
H  -1.4638  -3.7612  -1.2293

Computed properties:
Charge: -1
HOMO level (Eh): -0.149
Frontier orbital gap (eV): 6.32
Relative energy (zero: lowest compared OMol25 entry of this formula, charge and spin) (kJ/mol): 0.0
E_LUMO (eV): 2.26
Max |F| (eV/A): 0.3



Entry 3:
The following is a quantum chemistry calculation of a cluster of 2 separate species, C3H9NO2 in total, from the Open Molecules 2025 dataset.

Atoms and positions in Å:
C  -2.9586  -0.8958  0.7206
C  -1.4925  -0.6740  0.4480
O  -1.0066  -0.1680  -0.5210
O  -0.7354  -0.9402  1.5683
H  -3.3998  -0.2728  -0.0534
H  -3.1690  -0.3936  1.6877
H  -3.4240  -1.8573  0.7587
H  0.1457  -0.4922  1.4448
C  2.7912  0.7254  -1.2005
N  1.7249  0.8576  -0.2145
H  2.6481  -0.1744  -1.8645
H  3.6017  0.4441  -0.5283
H  2.9371  1.6278  -1.8513
H  1.4941  1.8089  0.0708
H  0.8433  0.4046  -0.4654

Computed properties:
Charge: 0
HOMO level (Eh): -0.326
Frontier orbital gap (eV): 9.69
Relative energy (zero: lowest compared OMol25 entry of this formula, charge and spin) (kJ/mol): 108.9
E_LUMO (eV): 0.83
Max |F| (eV/A): 2.2



Entry 4:
The following is a quantum chemistry calculation of a structure of composition C4H4N5O2, from the Open Molecules 2025 dataset.

Atoms and positions in Å:
C  -1.1867  -0.6817  0.2389
C  -0.0540  -1.6653  0.1178
C  -0.4227  -0.4288  1.5831
C  0.5062  0.8903  -0.7473
N  0.6143  -1.3119  1.1784
N  -0.8044  0.7042  -0.1283
N  1.0940  1.3312  0.3290
N  1.0178  0.6970  -2.1662
N  -0.1007  1.1033  1.0407
O  2.2131  0.6223  -2.1307
O  0.2025  0.4828  -3.0259
H  -2.2958  -1.0782  0.0376
H  0.2812  -2.4036  -0.6893
H  -0.7175  -0.2021  2.7188
H  -0.3473  1.9403  1.6433

Computed properties:
Charge: +1
HOMO level (Eh): -0.577
Frontier orbital gap (eV): 9.98
Relative energy (zero: lowest compared OMol25 entry of this formula, charge and spin) (kJ/mol): 410.1
E_LUMO (eV): -5.71
Max |F| (eV/A): 3.5



Entry 5:
The following is a quantum chemistry calculation of a structure of composition C3H4O4Tl, from the Open Molecules 2025 dataset.

Atoms and positions in Å:
O  -0.7480  1.4581  1.3327
C  1.1803  -0.5351  -0.8095
C  -1.1999  0.1616  0.9106
O  2.1156  -1.3562  -0.4833
O  -0.0233  -0.9530  -0.9231
C  -1.1846  -0.0484  -0.5788
H  -2.2465  0.0797  1.2457
H  -0.5997  -0.5991  1.4576
H  -2.0157  -0.7340  -0.8080
Tl  3.3594  0.1042  -0.7750
O  1.5496  0.6527  -1.1548
H  -0.1872  1.7696  0.5860

Computed properties:
Charge: +1
HOMO level (spin up / spin down) (Eh): -0.526 / -0.528
Frontier orbital gap (spin up / spin down) (eV): 8.77 / 5.77
Relative energy (zero: lowest compared OMol25 entry of this formula, charge and spin) (kJ/mol): 566.3
E_LUMO (spin up / spin down) (eV): -5.56 / -8.60
Max |F| (eV/A): 10.9